No. 1
The following is a quantum chemistry calculation of a single C20H22BrN3OS molecule, from the OMol25 dataset.

Last column: Löwdin charge in e.
Geometry (Å):
1 Br -1.13 -3.70 6.31  0.697
2 S 2.77 -4.00 -2.59  0.889
3 O -0.13 1.97 -0.84  -0.059
4 N 1.59 -3.80 -0.17  0.117
5 N -1.97 4.66 -2.48  -0.069
6 N 0.93 -2.84 0.58  -0.031
7 C 0.89 -1.64 -0.15  -0.122
8 C -2.79 3.41 -0.47  -0.143
9 C -1.30 -2.68 3.60  -0.092
10 C 1.67 -0.85 -2.31  -0.014
11 C 3.55 -5.31 -1.58  -0.402
12 C 0.45 0.69 -0.89  -0.215
13 C 1.53 -1.86 -1.34  -0.211
14 C 0.34 -0.34 0.08  0.071
15 C -1.45 3.65 0.26  -0.288
16 C -0.80 -2.46 2.28  -0.005
17 C 1.15 -3.77 2.79  0.005
18 C 0.67 -3.91 4.09  -0.149
19 C -0.58 2.39 0.45  -0.165
20 C -0.52 -3.41 4.50  -0.678
21 C -0.65 4.88 -1.91  -0.223
22 C -2.72 3.49 -1.98  -0.226
23 C 1.14 0.40 -2.09  -0.010
24 C 1.86 -3.22 -1.30  -0.586
25 C 0.39 -3.04 1.86  -0.191
26 C -0.68 4.82 -0.38  -0.144
27 H -2.02 4.70 -3.48  0.099
28 H 2.79 -6.05 -1.34  0.028
29 H 4.38 -5.79 -2.15  0.046
30 H 3.99 -4.86 -0.69  0.036
31 H -1.63 3.90 1.32  0.138
32 H -1.40 -1.91 1.59  0.101
33 H -3.73 3.50 -2.38  0.108
34 H 0.29 2.55 1.10  0.135
35 H -0.18 -0.17 0.99  0.073
36 H 1.23 1.17 -2.88  0.126
37 H -2.28 -2.32 3.91  0.103
38 H 1.27 -4.47 4.80  0.104
39 H -1.22 1.61 0.93  0.123
40 H -3.47 4.24 -0.15  0.126
41 H 2.09 -4.19 2.43  0.121
42 H -1.15 5.75 -0.01  0.118
43 H -3.20 2.45 -0.14  0.114
44 H 2.16 -1.06 -3.27  0.117
45 H -2.24 2.58 -2.37  0.108
46 H -0.27 5.84 -2.27  0.113
47 H 0.35 4.86 -0.03  0.112
48 H 0.04 4.13 -2.25  0.091

Output
- ΔE to the lowest compared entry with this formula, charge and spin: 3.43 kJ/mol
- SMILES string: CSc1nn(-c2ccc(Br)cc2)c2cc(OCC3CCNCC3)ccc12
- HOMO energy: -7.936 eV
- Gap between HOMO and LUMO: 8.511 eV

=====

No. 2
The following is a quantum chemistry calculation of a single C20H22ClF2N3OS molecule, from the OMol25 dataset.

Last column: Löwdin charge in e.
Geometry (Å):
1 Cl 6.71 -1.01 -1.39  0.668
2 S -3.40 -3.07 -0.85  1.028
3 F 1.22 1.28 4.83  0.122
4 F -0.89 1.92 4.71  0.060
5 O -0.15 -1.50 -2.57  0.060
6 N 0.41 -0.21 -0.71  0.080
7 N -4.57 -2.72 -3.24  0.054
8 N 4.52 0.46 -1.01  0.079
9 C -2.48 0.66 -1.94  -0.160
10 C -2.57 0.54 -3.46  -0.155
11 C -3.74 -1.58 -3.03  -0.333
12 C 1.42 0.65 1.29  -0.302
13 C 0.17 1.37 4.02  -0.637
14 C -0.49 -0.87 -1.56  -0.386
15 C -3.01 -1.72 -1.86  -0.447
16 C 0.49 2.42 2.96  -0.050
17 C 0.93 -0.31 2.46  -0.098
18 C -2.02 -0.64 -1.36  -0.252
19 C 2.83 0.18 0.66  -0.151
20 C 3.64 -0.84 1.25  0.041
21 C 3.36 0.80 -0.42  -0.117
22 C 0.17 0.85 0.31  -0.098
23 C 5.28 -0.50 -0.52  -0.741
24 C -0.20 0.10 3.49  -0.087
25 C -4.44 -3.56 -2.19  -0.438
26 C 1.68 2.07 1.95  -0.094
27 C -3.51 -0.55 -3.96  -0.143
28 C 4.87 -1.14 0.59  -0.096
29 H 2.74 1.47 -0.99  0.127
30 H 0.08 1.82 -0.21  0.123
31 H 0.73 -1.31 2.03  0.129
32 H 0.65 3.45 3.45  0.157
33 H -1.74 1.39 -1.61  0.105
34 H 1.41 -0.31 -0.87  0.101
35 H 1.75 -0.45 3.20  0.111
36 H -3.03 -1.10 -4.76  0.129
37 H -4.44 -0.21 -4.43  0.134
38 H 5.58 -1.92 0.90  0.108
39 H 3.42 -1.31 2.21  0.112
40 H 1.75 2.81 1.15  0.111
41 H 2.64 2.13 2.43  0.107
42 H -0.42 2.46 2.40  0.104
43 H -2.12 -0.53 -0.27  0.119
44 H -0.35 -0.61 4.33  0.151
45 H -2.79 1.44 -3.97  0.100
46 H -5.10 -4.41 -2.02  0.063
47 H -1.53 0.32 -3.77  0.118
48 H -1.21 0.14 3.07  0.121
49 H -3.44 1.00 -1.59  0.130
50 H -0.80 0.64 0.90  0.130

Output
- ΔE to the lowest compared entry with this formula, charge and spin: 43.60 kJ/mol
- SMILES string: O=C(NCC1(c2ccc(Cl)nc2)CCC(F)(F)CC1)[C@H]1CCCc2ncsc21
- HOMO energy: -8.671 eV
- Gap between HOMO and LUMO: 8.823 eV

=====

No. 3
The following is a quantum chemistry calculation of 6 unconnected molecules or ions with the total composition C20H22F2N4, from the OMol25 dataset.

Last column: Löwdin charge in e.
Geometry (Å):
1 F 17.10 2.18 -20.46  0.042
2 F 10.67 2.47 -24.51  0.061
3 N 22.11 6.36 -21.08  0.113
4 N 10.65 3.85 -13.77  0.120
5 N 22.30 6.30 -13.82  0.120
6 N 13.52 8.13 -23.21  0.120
7 C 14.99 2.55 -19.44  -0.011
8 C 21.58 5.44 -13.55  -0.289
9 C 9.88 0.36 -21.50  -0.082
10 C 19.77 5.26 -21.66  -0.080
11 C 11.09 4.93 -13.75  -0.291
12 C 14.01 7.76 -22.22  -0.275
13 C 10.07 1.81 -23.51  -0.253
14 C 16.36 3.06 -17.12  -0.101
15 C 21.04 5.90 -21.33  -0.271
16 C 14.95 3.22 -17.14  -0.088
17 C 20.63 4.33 -13.29  -0.068
18 C 8.80 2.31 -23.15  -0.045
19 C 8.58 0.90 -21.20  -0.073
20 C 17.10 2.57 -18.15  -0.023
21 C 14.62 7.27 -20.98  -0.079
22 C 11.69 6.25 -13.77  -0.081
23 C 16.38 2.35 -19.33  -0.256
24 C 10.61 0.79 -22.63  -0.014
25 C 14.29 2.99 -18.33  -0.099
26 C 8.02 1.87 -22.09  -0.077
27 H 14.39 3.38 -16.23  0.099
28 H 14.45 2.33 -20.35  0.113
29 H 19.42 4.81 -20.73  0.074
30 H 20.71 3.58 -14.07  0.079
31 H 16.80 3.37 -16.18  0.100
32 H 19.90 4.46 -22.38  0.084
33 H 10.30 -0.29 -20.74  0.092
34 H 8.11 0.57 -20.28  0.088
35 H 19.67 4.85 -13.31  0.079
36 H 13.87 7.27 -20.19  0.078
37 H 8.40 3.07 -23.80  0.108
38 H 12.44 6.26 -12.99  0.083
39 H 20.94 3.89 -12.34  0.080
40 H 10.99 7.04 -13.48  0.084
41 H 13.23 3.16 -18.39  0.106
42 H 15.16 6.33 -21.10  0.077
43 H 7.05 2.34 -21.97  0.097
44 H 18.16 2.64 -17.99  0.117
45 H 11.57 0.39 -22.91  0.097
46 H 12.11 6.39 -14.77  0.084
47 H 15.32 8.02 -20.60  0.077
48 H 19.09 6.00 -22.08  0.080

Output
- ΔE to the lowest compared entry with this formula, charge and spin: 154.75 kJ/mol
- SMILES string: Fc1ccccc1.Fc1ccccc1.CC#N.CC#N.CC#N.CC#N
- HOMO energy: -9.262 eV
- Gap between HOMO and LUMO: 9.215 eV

=====

No. 4
The following is a quantum chemistry calculation of 6 unconnected molecules or ions with the total composition C20H22F2N4, from the OMol25 dataset.

Last column: Löwdin charge in e.
Geometry (Å):
1 F -5.08 -3.36 0.36  0.056
2 F 1.98 -9.45 -5.07  0.087
3 N 3.34 11.45 -0.71  0.122
4 N -2.61 2.56 5.52  0.126
5 N 4.11 6.16 6.18  0.097
6 N -0.65 2.37 -0.43  0.127
7 C 0.84 -7.62 -5.94  -0.019
8 C 2.29 -7.33 -4.08  -0.022
9 C 3.08 12.30 -1.46  -0.284
10 C 6.39 7.46 5.48  -0.074
11 C -6.27 -5.46 0.28  -0.015
12 C -3.87 -5.35 0.09  -0.043
13 C 1.05 -5.44 -4.92  -0.092
14 C 5.13 6.70 5.86  -0.241
15 C 2.69 13.34 -2.39  -0.085
16 C -0.58 4.74 0.60  -0.069
17 C -0.63 0.99 6.03  -0.078
18 C 1.73 -8.16 -5.04  -0.317
19 C -6.18 -6.84 0.07  -0.092
20 C -5.09 -4.71 0.28  -0.263
21 C -1.74 1.85 5.76  -0.305
22 C 0.56 -6.25 -5.93  -0.074
23 C 2.00 -5.99 -4.09  -0.105
24 C -4.95 -7.42 -0.20  -0.095
25 C -0.57 3.42 0.00  -0.311
26 C -3.76 -6.67 -0.14  -0.084
27 H 6.14 8.44 5.08  0.072
28 H 0.24 5.25 0.10  0.081
29 H 0.50 -8.39 -6.62  0.116
30 H 3.52 13.97 -2.72  0.083
31 H 2.29 12.92 -3.31  0.081
32 H -0.13 -5.91 -6.69  0.101
33 H 0.84 -4.39 -4.79  0.103
34 H 0.21 1.37 5.45  0.085
35 H -0.78 0.03 5.53  0.084
36 H 6.98 6.95 4.72  0.074
37 H 6.91 7.69 6.40  0.072
38 H -7.20 -5.02 0.60  0.111
39 H -1.50 5.32 0.59  0.089
40 H 2.44 -5.34 -3.35  0.106
41 H -2.99 -4.73 0.11  0.118
42 H -2.80 -7.10 -0.39  0.107
43 H 1.87 13.91 -1.96  0.083
44 H 3.00 -7.74 -3.38  0.115
45 H -5.01 -8.47 -0.43  0.096
46 H -0.45 0.90 7.10  0.088
47 H -7.04 -7.47 0.23  0.103
48 H -0.23 4.52 1.60  0.083

Output
- ΔE to the lowest compared entry with this formula, charge and spin: 121.78 kJ/mol
- SMILES string: Fc1ccccc1.Fc1ccccc1.CC#N.CC#N.CC#N.CC#N
- HOMO energy: -9.120 eV
- Gap between HOMO and LUMO: 9.813 eV

=====

No. 5
The following is a quantum chemistry calculation of a single C20H22FN3O4 molecule, from the OMol25 dataset.

Last column: Löwdin charge in e.
Geometry (Å):
1 F -0.34 -4.17 1.52  0.057
2 O -0.50 1.51 1.50  0.067
3 O -2.03 5.94 3.68  0.067
4 O -1.25 3.39 3.36  0.032
5 O 3.68 -1.76 0.46  0.097
6 N 0.36 -3.43 -1.17  0.092
7 N 2.59 -3.53 -1.37  0.086
8 N -1.27 1.50 -0.58  0.050
9 C -1.19 2.08 0.70  -0.414
10 C 1.52 -1.65 3.34  -0.009
11 C 2.15 -3.75 -2.82  -0.091
12 C -1.65 4.08 2.25  -0.198
13 C 0.66 -3.61 -2.61  -0.340
14 C 0.63 -2.67 3.02  -0.035
15 C 2.66 -1.46 2.43  0.003
16 C 1.66 -2.94 0.81  -0.032
17 C -2.84 6.07 1.35  0.009
18 C 1.63 -3.40 -0.51  -0.296
19 C 2.71 -2.10 1.26  -0.341
20 C -1.74 3.42 0.98  -0.037
21 C -0.26 0.55 -0.95  -0.202
22 C 0.64 -3.25 1.77  -0.176
23 C -2.20 5.36 2.46  -0.219
24 C -2.56 4.08 -0.02  -0.038
25 C -2.94 5.40 0.14  -0.119
26 C 0.60 -1.03 -2.56  -0.171
27 C -0.57 -0.05 -2.35  -0.162
28 C 0.12 -2.39 -3.23  -0.155
29 H -0.35 -0.32 -0.24  0.133
30 H -0.70 2.57 3.01  0.145
31 H 3.36 -0.63 2.67  0.130
32 H 1.59 -1.10 4.28  0.107
33 H -0.49 -3.73 -0.74  0.126
34 H 1.19 -1.20 -1.65  0.095
35 H 0.13 -4.46 -2.93  0.126
36 H -3.30 6.07 -0.70  0.126
37 H -1.37 5.42 4.14  0.101
38 H 1.27 -0.57 -3.27  0.102
39 H 2.60 -2.97 -3.45  0.114
40 H 0.73 0.98 -0.72  0.140
41 H -2.86 3.52 -0.88  0.087
42 H 3.70 -2.39 -0.28  0.077
43 H 0.14 -2.35 -4.30  0.114
44 H -1.95 1.95 -1.19  0.115
45 H -3.31 7.03 1.48  0.110
46 H -0.09 -2.98 3.71  0.097
47 H -1.48 -0.56 -2.36  0.083
48 H 2.38 -4.77 -3.29  0.130
49 H -0.91 -2.47 -2.98  0.086
50 H -0.56 0.75 -3.16  0.133

Output
- ΔE to the lowest compared entry with this formula, charge and spin: 232.86 kJ/mol
- SMILES string: O=C(NCCCC[C@H]1CN=C(c2c(O)cccc2F)N1)c1cccc(O)c1O
- HOMO energy: -8.295 eV
- Gap between HOMO and LUMO: 8.628 eV

=====

No. 6
The following is a quantum chemistry calculation of a molecular structure, C20H22N2O2Sn, from the OMol25 dataset.

Last column: Löwdin charge in e.
Geometry (Å):
1 Sn 0.54 -1.58 0.27  1.420
2 O 0.31 2.16 1.00  0.114
3 O 1.27 0.15 1.54  -0.196
4 N -1.65 -0.23 -0.16  0.037
5 N 0.75 0.22 -1.41  0.037
6 C -2.71 1.60 -1.28  0.021
7 C -0.29 1.03 -1.72  -0.193
8 C -0.13 2.12 -2.60  0.031
9 C 2.83 1.69 5.05  0.016
10 C 2.19 1.56 -2.81  -0.011
11 C 1.06 1.43 1.67  -0.515
12 C -2.79 -0.47 0.49  -0.113
13 C 2.06 1.19 3.99  0.053
14 C -3.95 0.31 0.32  0.000
15 C 1.13 2.38 -3.16  0.000
16 C -0.50 -1.59 2.28  -0.082
17 C -1.59 0.78 -1.05  -0.193
18 C 1.96 0.54 -1.89  -0.111
19 C -3.89 1.37 -0.60  -0.012
20 C 1.87 1.97 2.83  -0.028
21 C 3.29 3.70 3.77  0.021
22 C -0.88 -3.25 -0.12  -0.116
23 C 3.45 2.94 4.94  0.052
24 C 2.50 3.22 2.73  0.058
25 C 2.70 -1.64 0.08  -0.191
26 H -4.82 0.08 0.91  0.119
27 H 1.62 0.20 4.05  0.129
28 H -1.62 -3.25 -0.92  0.051
29 H 2.76 -2.63 0.53  0.003
30 H 3.78 4.67 3.67  0.137
31 H -1.09 -3.87 0.74  0.034
32 H 3.21 1.69 -3.18  0.127
33 H -1.34 -2.32 2.29  0.026
34 H 2.97 -1.74 -0.95  0.008
35 H -0.99 2.75 -2.82  0.114
36 H -0.87 -0.58 2.55  0.055
37 H 1.25 3.21 -3.86  0.130
38 H 4.05 3.33 5.76  0.146
39 H -2.62 2.41 -2.01  0.116
40 H 2.81 0.00 -1.50  0.084
41 H 2.94 1.10 5.96  0.136
42 H 3.38 -1.06 0.70  0.044
43 H -4.76 2.00 -0.78  0.132
44 H 0.28 -1.89 3.01  0.054
45 H -0.06 -3.79 -0.60  0.009
46 H 2.35 3.79 1.81  0.144
47 H -2.79 -1.29 1.21  0.101

Output
- Net charge: +2
- HOMO energy (alpha / beta): -14.616 / -14.617 eV
- Gap between HOMO and LUMO (alpha / beta): 5.289 / 4.269 eV

=====

No. 7
The following is a quantum chemistry calculation of a single C20H22N2O3 molecule, from the OMol25 dataset.

Last column: Löwdin charge in e.
Geometry (Å):
1 O 0.18 -0.18 2.28  0.095
2 O 1.71 1.54 0.05  0.099
3 O -2.05 -2.10 1.11  0.028
4 N -0.99 0.81 0.60  -0.058
5 N 1.77 -0.70 -0.33  0.155
6 C 2.33 0.55 -0.27  -0.402
7 C 4.64 -0.46 -0.44  -0.035
8 C 5.97 -0.35 -0.82  -0.078
9 C -1.72 -4.10 0.17  -0.022
10 C -1.43 1.89 1.46  -0.124
11 C -3.75 1.13 -0.62  -0.189
12 C -1.20 -2.83 0.35  -0.272
13 C -1.21 0.93 -0.82  -0.139
14 C -0.13 -0.09 1.10  -0.439
15 C -2.96 1.93 1.67  -0.155
16 C -3.10 -2.89 1.41  -0.110
17 C 6.42 0.80 -1.44  -0.081
18 C -2.46 1.73 -1.17  -0.175
19 C -3.69 0.85 0.88  -0.199
20 C 0.03 -2.29 -0.12  0.035
21 C 0.51 -1.06 0.14  -0.144
22 C 3.76 0.59 -0.68  -0.136
23 C 4.23 1.76 -1.28  -0.014
24 C 5.55 1.86 -1.67  -0.071
25 C -2.95 -4.12 0.86  -0.061
26 H -3.35 2.91 1.39  0.109
27 H -3.98 0.20 -1.15  0.110
28 H -3.87 -2.46 2.02  0.122
29 H -2.35 2.75 -0.81  0.106
30 H 2.32 -1.45 -0.73  0.141
31 H -3.63 -4.95 0.94  0.100
32 H 3.54 2.57 -1.43  0.119
33 H -4.71 0.75 1.26  0.110
34 H -0.34 1.42 -1.28  0.121
35 H -3.18 -0.10 1.06  0.083
36 H 0.62 -2.98 -0.72  0.126
37 H -4.56 1.83 -0.83  0.108
38 H -3.18 1.79 2.73  0.107
39 H -1.28 -4.89 -0.39  0.107
40 H 4.31 -1.35 0.08  0.113
41 H -1.06 2.83 1.04  0.128
42 H -1.30 -0.08 -1.24  0.130
43 H 6.65 -1.16 -0.62  0.104
44 H -0.93 1.73 2.42  0.121
45 H 7.46 0.88 -1.74  0.103
46 H 5.91 2.76 -2.14  0.105
47 H -2.53 1.78 -2.26  0.115

Output
- ΔE to the lowest compared entry with this formula, charge and spin: 195.42 kJ/mol
- SMILES string: O=C(N/C(=C/c1ccco1)C(=O)N1CCCCCC1)c1ccccc1
- HOMO energy: -7.606 eV
- Gap between HOMO and LUMO: 7.922 eV

=====

No. 8
The following is a quantum chemistry calculation of a single C20H22N2O4 molecule, from the OMol25 dataset.

Last column: Löwdin charge in e.
Geometry (Å):
1 O 1.49 0.66 0.17  0.068
2 O -2.69 0.20 1.48  0.084
3 O 0.00 -3.39 0.85  0.093
4 O 2.40 1.98 -2.01  -0.084
5 N -1.28 -1.55 1.18  0.071
6 N 1.00 2.77 0.80  0.073
7 C -1.89 -0.38 0.76  -0.367
8 C -0.75 1.14 -3.05  -0.011
9 C -1.15 -1.15 3.66  -0.174
10 C 0.91 -2.46 -1.65  0.022
11 C 1.16 -0.41 2.73  -0.180
12 C 0.73 1.03 2.43  -0.089
13 C -0.41 -2.33 0.42  -0.365
14 C 1.13 1.45 1.02  -0.452
15 C 1.31 -1.94 -2.89  -0.047
16 C -2.05 1.30 -1.04  0.009
17 C -1.67 1.81 -2.28  -0.073
18 C -1.52 0.12 -0.57  -0.071
19 C 0.78 -0.77 -3.36  -0.007
20 C 0.36 -1.08 3.85  -0.185
21 C 2.45 3.13 -1.21  -0.255
22 C -0.02 -1.79 -0.89  -0.073
23 C 1.13 3.42 -0.49  -0.133
24 C -0.18 -0.07 -2.61  -0.158
25 C -0.58 -0.58 -1.35  -0.072
26 C -1.64 -2.04 2.51  -0.112
27 H 0.31 3.10 -1.15  0.105
28 H 0.64 3.34 1.55  0.138
29 H 1.16 1.72 3.16  0.127
30 H 1.10 -0.37 -4.31  0.120
31 H 1.08 -0.99 1.81  0.090
32 H -2.73 -2.10 2.56  0.132
33 H -1.59 -1.57 4.57  0.116
34 H -1.58 -0.15 3.54  0.092
35 H 0.55 -0.55 4.79  0.110
36 H 2.68 3.95 -1.89  0.116
37 H 2.22 -0.41 3.01  0.122
38 H -1.21 -3.04 2.60  0.122
39 H 2.05 -2.47 -3.46  0.107
40 H 2.14 1.24 -1.42  0.050
41 H 0.75 -2.10 3.97  0.114
42 H 3.26 3.06 -0.47  0.122
43 H -2.10 2.74 -2.63  0.108
44 H -0.35 1.12 2.48  0.109
45 H -2.77 1.83 -0.42  0.123
46 H 1.33 -3.38 -1.27  0.124
47 H 1.04 4.50 -0.32  0.121
48 H -0.44 1.55 -4.01  0.121

Output
- ΔE to the lowest compared entry with this formula, charge and spin: 0.00 kJ/mol
- SMILES string: O=C(CCCCCN1C(=O)c2cccc3cccc(c23)C1=O)NCCO
- HOMO energy: -8.617 eV
- Gap between HOMO and LUMO: 7.979 eV

=====

Q: Which formula does entry 3 have?
A: C20H22F2N4

=====

Q: Which formula does entry 6 have?
A: C20H22N2O2Sn